40
Properties=species:S:1:pos:R:3 method="wB97M-V/def2-TZVPD" smiles=Fc1ccc(CSc2nncn2NCc2ccc3c(c2)OCO3)cc1 e_lumo_ha=0.022 homo_ev=-8.354
F 4.96 3.63 0.22
C 4.64 2.33 0.10
C 5.12 1.43 1.04
C 4.79 0.10 0.92
C 3.99 -0.34 -0.13
C 3.51 0.58 -1.06
C 3.83 1.92 -0.94
H 3.47 2.64 -1.66
H 2.88 0.23 -1.86
C 3.63 -1.78 -0.25
H 4.38 -2.43 0.20
H 3.44 -2.07 -1.28
S 2.07 -2.16 0.66
C 0.93 -1.84 -0.60
N 1.18 -1.42 -1.81
N 0.01 -1.31 -2.46
C -0.94 -1.65 -1.64
N -0.41 -2.02 -0.43
N -1.04 -2.44 0.73
H -1.93 -2.87 0.47
C -1.28 -1.34 1.67
C -2.17 -0.28 1.08
C -1.63 0.81 0.42
C -2.43 1.74 -0.23
C -3.79 1.54 -0.20
C -4.34 0.44 0.46
C -3.56 -0.48 1.11
H -4.00 -1.33 1.62
O -5.70 0.48 0.34
C -5.99 1.64 -0.41
O -4.79 2.29 -0.75
H -6.53 1.35 -1.33
H -6.63 2.32 0.18
H -2.00 2.59 -0.75
H -0.56 0.94 0.41
H -1.72 -1.79 2.56
H -0.30 -0.93 1.94
H -1.99 -1.68 -1.86
H 5.16 -0.61 1.64
H 5.75 1.79 1.85


40
Properties=species:S:1:pos:R:3 method="wB97M-V/def2-TZVPD" total_charge=+1 e_lumo_ha=-0.139 homo_ev=-11.784
Y -1.16 1.24 -1.19
S -0.62 2.35 1.33
S -2.66 2.36 1.79
S -3.41 2.20 -0.14
S -3.47 0.22 -0.72
Se -1.43 3.21 -2.96
C -0.04 2.02 -3.56
C 1.29 2.23 -3.17
C 2.26 1.37 -3.64
N 2.01 0.32 -4.42
C 0.74 0.09 -4.74
C -0.32 0.89 -4.33
H 1.54 3.09 -2.56
H 3.30 1.53 -3.37
H 0.56 -0.77 -5.37
H -1.33 0.67 -4.65
Ge 0.37 0.51 2.32
C -0.92 -0.64 3.14
C -2.00 -1.21 2.47
C -2.87 -2.05 3.15
C -2.67 -2.32 4.49
C -1.61 -1.75 5.17
C -0.73 -0.90 4.50
C 1.27 -0.09 0.69
C 0.58 -0.80 -0.31
C 1.23 -1.25 -1.46
C 2.59 -0.98 -1.62
C 3.27 -0.27 -0.65
C 2.62 0.19 0.49
H 1.36 1.07 3.33
H -2.20 -0.98 1.43
H -3.71 -2.48 2.62
H -3.35 -2.98 5.02
H -1.46 -1.95 6.22
H 0.09 -0.46 5.04
H -0.44 -1.16 -0.12
H 0.70 -1.84 -2.20
H 3.10 -1.33 -2.51
H 4.33 -0.07 -0.77
H 3.18 0.73 1.24


39
Properties=species:S:1:pos:R:3 method="wB97M-V/def2-TZVPD" e_lumo_ha=-0.024 homo_ev=-8.305
Mg 0.82 -0.37 1.38
C -4.18 -0.93 -1.45
C -3.28 -1.54 -2.32
C -1.96 -1.74 -1.94
C -1.55 -1.33 -0.67
C -2.44 -0.71 0.20
C -3.76 -0.52 -0.19
N -0.21 -1.48 -0.20
N 0.51 -2.25 -0.86
C 1.86 -2.37 -0.41
C 2.61 -3.30 -1.13
C 3.93 -3.52 -0.79
C 4.48 -2.80 0.26
C 3.71 -1.87 0.96
C 2.38 -1.62 0.66
H -5.21 -0.78 -1.75
H -3.61 -1.85 -3.30
H -1.25 -2.21 -2.60
H -2.10 -0.40 1.18
H -4.45 -0.05 0.49
H 2.14 -3.84 -1.94
H 4.53 -4.24 -1.34
H 5.52 -2.96 0.54
H 4.19 -1.33 1.78
S -1.83 1.70 4.61
C -0.93 0.72 3.69
N -0.24 0.04 3.02
C -0.77 4.88 0.60
N -0.11 3.62 0.29
C 0.60 3.33 -0.85
C 1.05 2.05 -0.68
N 0.63 1.57 0.53
C -0.07 2.55 1.09
H -1.43 5.16 -0.21
H -0.03 5.66 0.77
H -1.36 4.75 1.51
H 0.72 4.03 -1.65
H 1.64 1.45 -1.35
H -0.55 2.51 2.05


41
Properties=species:S:1:pos:R:3 method="wB97M-V/def2-TZVPD" total_charge=-2 e_lumo_ha=0.164 homo_ev=0.024
Rh -0.32 -1.86 -1.74
C -0.66 2.30 -0.60
C -1.01 0.93 -1.11
N -0.06 0.07 -1.32
N 1.23 0.53 -1.10
C 2.12 -0.41 -1.13
S 1.89 -2.07 -1.36
S 3.81 0.12 -0.83
C 3.53 1.41 0.44
C 3.32 0.88 1.83
C 2.30 -0.02 2.12
C 2.13 -0.48 3.42
C 2.97 -0.05 4.44
C 3.99 0.84 4.16
C 4.16 1.30 2.86
C -2.43 0.62 -1.35
C -3.39 1.53 -0.88
C -4.74 1.39 -1.12
C -5.17 0.30 -1.89
C -4.26 -0.61 -2.36
C -2.87 -0.51 -2.09
O -2.12 -1.45 -2.56
H 0.41 2.47 -0.70
H -0.91 2.34 0.47
H -1.22 3.07 -1.12
H 2.67 1.98 0.10
H 4.41 2.05 0.40
H 1.62 -0.41 1.37
H 1.33 -1.19 3.60
H 2.83 -0.42 5.45
H 4.66 1.18 4.95
H 4.97 2.00 2.64
H -3.07 2.37 -0.28
H -5.45 2.10 -0.72
H -6.23 0.16 -2.09
H -4.57 -1.49 -2.92
Se -0.45 -2.20 0.66
O -2.59 -4.55 -2.16
C -1.39 -4.68 -2.39
O -0.42 -3.85 -2.33
H -1.04 -5.67 -2.77


41
Properties=species:S:1:pos:R:3 method="wB97M-V/def2-TZVPD" smiles="O=C(O)CCNC(=O)c1ccc(/N=N/c2ccc(O)c(C(=O)O)c2)cc1" e_lumo_ha=-0.020 homo_ev=-8.297
O -5.06 -1.80 -1.03
C -6.19 -1.40 -0.88
O -7.05 -1.95 -0.02
H -6.63 -2.67 0.48
C -6.78 -0.22 -1.60
H -6.39 -0.20 -2.62
H -7.86 -0.29 -1.60
C -6.34 1.07 -0.87
N -4.92 1.11 -0.66
C -4.37 1.04 0.58
O -5.04 1.15 1.59
C -2.90 0.86 0.59
C -2.29 -0.12 -0.19
C -0.93 -0.32 -0.12
C -0.14 0.48 0.73
C -0.76 1.48 1.50
C -2.12 1.63 1.45
H -2.61 2.37 2.07
H -0.15 2.08 2.16
N 1.23 0.40 0.75
N 1.77 -0.73 0.64
C 3.14 -0.78 0.50
C 3.89 0.23 -0.08
C 5.26 0.07 -0.29
C 5.89 -1.12 0.12
C 5.12 -2.13 0.71
C 3.77 -1.98 0.87
H 3.18 -2.76 1.32
H 5.63 -3.04 1.01
O 7.20 -1.33 -0.04
H 7.60 -0.54 -0.47
C 6.05 1.12 -0.94
O 7.25 1.05 -1.13
O 5.35 2.19 -1.32
H 5.94 2.84 -1.74
H 3.40 1.14 -0.39
H -0.44 -1.08 -0.71
H -2.89 -0.76 -0.82
H -4.33 0.93 -1.46
H -6.80 1.11 0.13
H -6.67 1.94 -1.45


37
Properties=species:S:1:pos:R:3 method="wB97M-V/def2-TZVPD" e_lumo_ha=-0.076 homo_ev=-7.918
C -3.39 3.92 3.07
O -3.47 2.52 3.04
C -3.01 1.93 1.85
C -2.89 0.53 1.84
C -2.46 -0.15 0.74
C -2.13 0.55 -0.45
C -1.69 -0.09 -1.61
O -1.49 0.56 -2.79
C -0.95 -0.27 -3.79
C -2.26 1.95 -0.44
C -2.68 2.62 0.68
H -3.68 4.27 4.07
H -2.37 4.25 2.87
H -4.08 4.35 2.34
H -3.18 0.00 2.74
H -2.38 -1.23 0.75
H -1.48 -1.15 -1.60
H -0.65 0.34 -4.65
H -0.08 -0.79 -3.40
H -1.71 -0.99 -4.12
H -1.99 2.47 -1.35
H -2.76 3.69 0.65
C 5.21 -1.97 0.79
C 4.40 -0.88 0.48
C 3.17 -1.13 -0.09
C 2.74 -2.42 -0.33
C 3.54 -3.50 -0.02
C 4.78 -3.26 0.54
C 1.41 -2.30 -0.93
O 0.74 -3.27 -1.27
N 1.06 -0.99 -1.04
C 2.09 -0.24 -0.54
O 2.16 0.97 -0.46
H 6.18 -1.80 1.22
H 4.72 0.13 0.66
H 3.19 -4.50 -0.22
H 5.42 -4.09 0.79


38
Properties=species:S:1:pos:R:3 method="wB97M-V/def2-TZVPD" total_charge=+3 e_lumo_ha="-0.513 / -0.513" homo_ev="-18.318 / -18.316"
Sc -0.03 0.19 0.33
C 0.86 -1.77 0.89
O 1.30 -2.82 1.05
C 1.89 0.71 -0.72
O 2.87 0.86 -1.32
C 0.15 1.61 2.07
O 0.30 2.30 2.99
C -0.67 -0.91 -1.54
O -0.99 -1.23 -2.60
H -1.11 1.51 -0.62
H -0.44 1.54 -1.07
C -3.21 0.68 2.62
P -2.49 -0.14 1.18
C -2.98 -1.88 1.46
C -2.20 -2.61 2.39
C -2.37 -3.99 2.52
C -3.31 -4.65 1.72
C -4.12 -3.93 0.84
C -4.00 -2.53 0.76
C -3.40 0.64 -0.20
C -3.76 -0.10 -1.34
C -4.36 0.53 -2.43
C -4.52 1.92 -2.44
C -4.07 2.68 -1.35
C -3.52 2.05 -0.24
H -2.74 0.30 3.54
H -4.29 0.45 2.64
H -3.08 1.77 2.58
H -1.43 -2.11 2.98
H -1.77 -4.55 3.24
H -3.42 -5.74 1.80
H -4.84 -4.44 0.21
H -4.69 -1.97 0.13
H -3.57 -1.18 -1.37
H -4.69 -0.07 -3.27
H -4.99 2.40 -3.29
H -4.17 3.77 -1.38
H -3.16 2.65 0.60


41
Properties=species:S:1:pos:R:3 method="wB97M-V/def2-TZVPD" e_lumo_ha=0.009 homo_ev=-8.151
N 1.47 2.96 -3.44
C 1.82 2.90 -2.41
C 2.38 2.66 -1.10
H 3.45 3.24 -1.18
H 1.76 3.42 -0.60
C 2.70 1.35 -0.81
N 1.51 0.75 -0.81
C 0.37 0.82 0.01
S 0.85 1.61 1.40
N -0.90 0.51 -0.13
C -1.85 0.22 0.78
C -1.73 -0.06 1.98
C -2.94 0.14 2.85
C -4.09 0.17 2.53
C -4.37 0.58 1.03
C -3.07 0.72 0.34
H -3.36 1.11 -0.71
H -5.21 0.85 0.82
O -5.40 0.09 3.28
C -5.14 -0.20 4.60
F -4.50 0.63 5.20
F -4.54 -1.49 4.77
H -6.22 -0.26 4.98
H -2.50 -0.32 4.08
H -0.91 -0.36 2.33
H -1.22 0.49 -1.05
C 1.07 -0.09 -2.02
C 2.16 -1.45 -2.11
C 3.10 -1.33 -3.26
N 3.96 -2.20 -3.37
C 4.17 -3.20 -2.46
C 3.45 -3.08 -1.37
C 2.48 -2.20 -1.05
H 1.91 -2.00 -0.22
H 3.78 -3.71 -0.49
H 5.02 -3.97 -2.53
H 2.66 -0.75 -4.24
H 0.33 -0.79 -1.63
H 1.04 0.28 -2.91
H 3.46 0.63 -1.46
H 3.05 1.31 0.38


Energy relative to the best compared isomer or geometry (same formula, charge and spin) (kcal/mol)
55.5 0.0 0.2 1.7 0.0 90.2 5.7 318.2